# 1
This record from the OMol25 dataset describes the ion C4H5Cl2N2 with charge +1. The level of theory is ωB97M-V/def2-TZVPD.

```
13
Properties=species:S:1:pos:R:3:forces:R:3:lowdin_charge:R:1
C 0.7015 -1.1562 0.4045 1.055 1.527 -0.454 0.02
C -0.5645 -1.0404 -0.1711 -0.441 0.274 -0.129 -0.09
N -1.3381 -0.0159 0.0714 -0.587 -0.905 0.138 0.15
C -0.9766 1.2021 0.1138 0.367 0.470 -0.245 -0.08
N 0.2661 1.5813 -0.3089 -0.223 0.271 -0.133 -0.01
C 1.3904 0.7614 -0.2807 -0.153 -1.960 0.705 -1.12
Cl 2.1722 0.4872 -1.7985 -0.106 0.281 0.184 0.73
Cl 2.4846 1.1302 1.0346 -0.097 -0.063 -0.304 0.72
H 0.8421 -0.8923 1.4389 -0.109 0.105 0.172 0.09
H 1.3673 -1.9210 0.0262 0.060 0.010 -0.021 0.11
H -0.9309 -1.7414 -0.9140 0.030 -0.084 -0.063 0.15
H -1.6958 1.9789 0.3365 0.067 0.111 0.095 0.16
H 0.3159 2.4367 -0.8544 0.135 -0.037 0.055 0.17
```
Positions in Å, forces in eV/Å.

## Properties
- highest occupied orbital energy (eV) = -14.7
- ΔE to the lowest compared entry with this formula, charge and spin (kJ/mol) = 210.0
- charge = +1
- energy (eV) = -32244.5396
- LUMO (eV) = -6.1382

# 2
This record from the OMol25 dataset describes a cluster of 8 separate species, C18H52O8 in total. The level of theory is ωB97M-V/def2-TZVPD.

```
78
Properties=species:S:1:pos:R:3:forces:R:3:mulliken_spin:R:1
C 3.5750 6.9730 1.0190 0.989 -0.265 0.191 0.07
C 2.6708 6.6111 -0.1133 -0.707 -1.585 -0.329 0.11
C 2.8982 5.2063 -0.7228 1.506 0.593 -0.371 -0.07
O 1.4079 6.5503 0.4847 -1.515 0.789 0.452 -0.11
H 3.2382 7.8525 1.5678 -0.015 0.050 -0.226 0.00
H 4.6086 7.0932 0.6947 0.047 0.229 -0.084 -0.03
H 3.5929 6.1355 1.7164 -0.140 -0.038 0.131 0.01
H 2.6509 7.3140 -0.9462 0.349 0.444 0.123 0.01
H 2.6560 5.2144 -1.7855 -0.282 -0.163 0.029 0.00
H 2.3980 4.3749 -0.2261 -0.187 0.398 0.184 0.09
H 3.9699 5.0125 -0.6788 0.226 -0.291 -0.108 -0.02
H 0.7500 6.5140 -0.2135 -0.277 -0.177 0.011 0.02
C -1.2324 -4.4300 -0.8643 -0.395 -0.662 -0.243 -0.06
C -1.4020 -5.7822 -1.5670 -1.733 0.945 -0.227 -0.02
C -1.8307 -5.6600 -3.0441 1.178 0.749 0.173 0.03
O -0.2807 -6.5931 -1.4051 0.830 -0.811 -0.762 0.00
H -2.1399 -3.8389 -0.9876 0.129 0.233 -0.171 0.01
H -0.3593 -3.9193 -1.2704 -0.049 0.160 0.097 0.01
H -1.1390 -4.5850 0.2106 0.293 0.052 0.068 0.02
H -2.3117 -6.2654 -1.2107 0.020 -0.259 1.025 0.00
H -2.5503 -4.8490 -3.1568 -0.440 -0.270 0.334 0.00
H -2.2321 -6.6034 -3.4143 0.159 0.116 -0.150 0.00
H -1.0098 -5.2774 -3.6505 0.313 -0.481 -0.237 -0.01
H -0.1002 -6.8155 -0.4889 -0.318 0.299 0.102 0.00
C -5.1745 -0.8678 -3.1496 0.302 -1.499 -0.059 0.14
C -4.4499 -0.7508 -1.8112 0.403 -0.406 0.009 0.76
C -5.1723 -1.3736 -0.6026 0.125 1.272 -0.082 0.06
O -3.1875 -1.4680 -1.8223 -0.605 0.042 -0.157 -0.52
H -4.5412 -0.7805 -4.0325 0.363 0.935 0.177 -0.09
H -6.0633 -0.2448 -3.2499 0.058 -0.050 0.130 -0.02
H -5.3989 -1.9280 -3.2675 -0.801 -0.199 0.193 -0.01
H -4.2016 0.3030 -1.6848 -0.193 0.169 0.570 -0.28
H -5.4038 -2.4319 -0.7227 0.207 0.067 -0.131 0.00
H -6.0787 -0.8320 -0.3318 -0.279 0.007 -0.334 -0.05
H -4.5212 -1.1995 0.2541 0.144 -0.442 0.054 0.05
H -2.7104 -1.1564 -2.5948 0.417 0.140 -0.316 0.32
C 0.8374 -0.7986 -0.3725 1.234 1.335 0.502 0.76
C -0.0375 0.0324 0.5946 1.841 -0.630 0.577 -1.14
C -0.0735 1.5354 0.3544 -0.253 0.018 0.094 0.63
O -1.2637 -0.5998 0.5469 -1.774 0.097 0.121 -0.48
H 0.4515 -0.7188 -1.3888 -0.110 -0.229 -0.056 -0.01
H 1.0270 -1.8225 -0.0504 -0.710 -0.102 0.031 0.08
H 1.8373 -0.3652 -0.3902 0.278 0.291 -0.237 0.01
H 0.3130 -0.1068 1.6173 0.251 -0.190 0.122 -0.04
H -0.4735 1.7152 -0.6435 0.163 0.383 -0.041 -0.14
H 0.8743 2.0390 0.5442 0.517 -0.346 -0.619 0.02
H -0.6882 2.0820 1.0695 -0.639 -0.445 0.035 0.06
H -1.4583 -0.6021 -0.3931 -0.963 -0.291 -0.396 0.32
C 2.6327 0.6612 3.8179 1.941 -0.033 0.213 -0.01
C 2.3803 0.0471 5.2200 -0.755 2.132 -1.589 0.00
C 1.9504 1.2197 6.1402 1.517 -0.920 1.133 0.04
O 1.2572 -0.7318 4.9924 -1.253 -1.371 0.218 0.01
H 2.8461 -0.1061 3.0736 -0.498 -0.183 -0.020 0.00
H 3.5286 1.2800 3.7664 0.122 0.270 0.290 -0.02
H 1.8220 1.3196 3.5058 -0.280 -0.198 0.046 0.08
H 3.1728 -0.6261 5.5469 0.144 0.467 0.302 -0.01
H 2.0508 0.9030 7.1784 0.089 -0.016 0.227 0.00
H 0.8980 1.4963 6.0770 0.169 0.078 -0.737 -0.01
H 2.6528 2.0418 6.0029 -0.359 0.322 0.008 -0.01
H 0.7640 -0.1323 4.4277 -0.869 -0.553 -0.131 -0.01
C 1.3039 2.8053 -3.1012 -0.495 0.637 0.401 0.44
O 0.3779 1.7858 -3.2987 0.161 -1.154 -1.098 -0.51
H 2.0755 2.8123 -3.8711 0.036 -0.429 0.119 0.03
H 0.7739 3.7532 -3.1940 0.196 0.497 0.204 -0.11
H 1.7042 2.7055 -2.0923 0.556 0.331 -0.010 0.24
H -0.2940 1.8238 -2.6141 -0.428 0.089 0.187 0.31
C -2.5074 -2.2422 3.3792 -0.126 0.989 -1.409 0.02
O -2.3687 -2.7871 2.0835 -0.108 -1.986 0.147 -0.01
H -2.8322 -1.2182 3.1948 -0.198 0.285 0.781 0.01
H -3.2789 -2.8060 3.9036 0.065 0.038 0.034 0.00
H -1.5836 -2.2194 3.9573 0.166 -0.187 0.011 0.00
H -2.1044 -2.2045 1.3677 0.296 0.879 0.457 0.00
C 3.3359 -1.4400 -3.3373 -0.095 0.737 1.070 0.06
O 3.9335 -2.3765 -2.4678 0.507 -1.109 0.044 -0.06
H 3.8534 -1.3773 -4.2945 -0.085 -0.238 0.122 0.00
H 2.2693 -1.6464 -3.4255 -0.040 0.118 -0.461 0.00
H 3.4736 -0.5224 -2.7654 -0.419 0.808 -0.876 0.02
H 3.6414 -2.1102 -1.5930 0.086 -0.287 0.115 0.02
```
Positions in Å, forces in eV/Å.

## Properties
- highest occupied orbital energy (spin up / spin down) (eV) = 0.4 / -7.3
- multiplicity = 2
- ΔE to the lowest compared entry with this formula, charge and spin (kJ/mol) = 23.6
- charge = -1
- energy (eV) = -35885.2376
- LUMO (spin up / spin down) (eV) = 2.5992 / 2.4835
- ⟨S²⟩ = 0.751

# 3
This record from the OMol25 dataset describes the molecule C4H8O. The level of theory is ωB97M-V/def2-TZVPD.

```
13
Properties=species:S:1:pos:R:3:forces:R:3:lowdin_charge:R:1
C -1.6744 1.0381 0.3245 -0.294 0.047 0.193 -0.11
O -0.5444 0.7532 -0.4511 -0.059 0.035 -0.072 -0.16
C -0.0157 -0.5318 -0.3319 -0.065 -0.128 -0.307 -0.37
C 1.3486 -0.5101 -0.8789 0.108 0.231 -0.387 -0.11
C 1.1390 -0.5900 0.6336 0.973 0.331 -0.392 -0.08
H -1.4386 1.0757 1.3971 -0.053 -0.053 -0.097 0.09
H -2.4696 0.2999 0.1502 0.046 0.087 0.090 0.09
H -2.0232 2.0215 -0.0031 -0.020 -0.168 0.148 0.09
H -0.7321 -1.3351 -0.5155 0.202 0.056 0.063 0.15
H 1.6845 -1.4619 -1.2884 0.196 0.381 0.033 0.11
H 1.7435 0.3924 -1.3165 -0.289 0.047 -0.342 0.11
H 1.8528 -1.3739 0.8173 -1.061 -0.906 1.375 0.09
H 1.2062 0.2861 1.2690 0.316 0.042 -0.304 0.10
```
Positions in Å, forces in eV/Å.

## Properties
- highest occupied orbital energy (eV) = -9.7
- ΔE to the lowest compared entry with this formula, charge and spin (kJ/mol) = 214.3
- energy (eV) = -6322.9468
- LUMO (eV) = 1.1911

# 4
This record from the OMol25 dataset describes a structure of composition C2H4Cl5Fe. The level of theory is ωB97M-V/def2-TZVPD.

```
12
Properties=species:S:1:pos:R:3:forces:R:3:mulliken_spin:R:1
Fe -2.0562 -2.3428 -3.2262 0.792 0.329 1.031 3.82
Cl -0.7914 -1.7240 -1.5514 -0.955 -0.464 -1.256 0.18
C 0.9624 -1.2372 1.5827 -0.155 0.394 0.239 -0.03
Cl -0.4046 -0.4824 2.3573 0.053 0.116 0.023 0.30
Cl 2.4724 -0.9911 2.3655 0.057 -0.019 -0.037 0.29
H 0.7453 -2.3105 1.4845 0.087 0.023 -0.071 0.07
H 1.0102 -0.7728 0.5853 0.148 -0.271 -0.078 0.07
C -0.3900 1.8193 -0.7777 -0.195 0.832 -0.136 -0.01
Cl 0.8526 2.5204 0.2749 0.039 -0.401 0.215 0.25
Cl -1.6722 2.9728 -1.1025 -0.064 -0.182 0.074 0.03
H 0.0707 1.5893 -1.7341 0.172 -0.246 0.115 0.02
H -0.7992 0.9589 -0.2583 0.019 -0.113 -0.118 0.02
```
Positions in Å, forces in eV/Å.

## Properties
- highest occupied orbital energy (spin up / spin down) (eV) = -17.3 / -16.7
- multiplicity = 6
- ΔE to the lowest compared entry with this formula, charge and spin (kJ/mol) = 0.0
- charge = +2
- energy (eV) = -99115.5557
- LUMO (spin up / spin down) (eV) = -10.5751 / -13.1575
- ⟨S²⟩ = 8.760

# 5
This record from the OMol25 dataset describes a structure of composition C29H22Cl2CoN4O5. The level of theory is ωB97M-V/def2-TZVPD.

```
63
Properties=species:S:1:pos:R:3:forces:R:3:mulliken_spin:R:1
Co -1.2117 0.9033 0.8946 -1.784 0.045 -0.653 1.98
C 1.4113 -1.3430 2.3103 -0.739 5.038 7.104 0.14
C 1.4433 -0.2710 1.4467 2.507 -13.671 -6.331 -0.04
N 0.6808 1.5453 0.1998 -4.669 2.848 -0.181 0.11
C 0.7301 1.5974 2.5511 -7.182 4.289 10.368 0.19
C 0.9633 0.9236 3.8188 1.585 -4.660 -2.409 0.10
C 1.2946 -0.6336 3.6266 -0.382 -0.070 -0.524 -0.10
C 0.8964 1.6434 5.0091 0.015 0.089 -0.063 -0.03
C 0.4269 2.9414 5.0409 0.071 0.014 -0.146 0.11
C -0.1987 3.4982 3.8740 -0.280 -0.040 0.322 -0.03
C -0.9150 4.7090 3.8307 0.091 -0.198 0.120 0.05
C -1.6676 5.0415 2.7268 -0.127 0.082 -0.287 0.02
C -1.7531 4.1523 1.6452 0.118 0.225 0.098 0.02
N -1.0439 3.0461 1.5798 1.259 -0.675 2.491 0.08
C -0.2160 2.7480 2.6887 0.238 -0.719 -2.886 -0.01
H 1.4950 -2.3934 2.1168 0.054 0.015 -0.029 -0.01
H 1.9354 -0.9598 0.2892 -1.441 2.966 2.485 0.09
H 1.3683 -1.2261 4.5356 -0.131 0.188 0.135 0.00
H 1.2418 1.1622 5.9181 -0.150 -0.024 0.052 0.00
H 0.4095 3.5111 5.9625 0.008 -0.024 0.018 0.01
H -0.8879 5.3713 4.6904 0.000 -0.024 0.022 0.00
H -2.2114 5.9780 2.6933 -0.043 -0.025 0.001 0.01
H -2.4036 4.3517 0.7992 -0.034 0.007 0.027 0.01
O -3.4223 2.0110 -0.5989 -0.376 -0.334 -0.063 -0.06
C -2.8295 1.2225 -0.0081 0.507 0.751 0.101 -0.05
C -2.0191 -5.5595 -4.7187 0.072 0.080 0.011 0.00
C -1.5738 -4.3715 -3.9037 -0.052 0.012 -0.024 0.00
C -2.3944 -3.2572 -3.7640 0.056 -0.002 0.024 0.00
C -2.0005 -2.1598 -3.0112 0.008 0.013 -0.069 0.00
C -2.8834 -0.9479 -2.8866 0.084 -0.040 0.049 0.00
C -0.7461 -2.1811 -2.3907 -0.205 0.034 -0.064 0.01
C 0.1100 -3.2632 -2.5468 0.027 -0.022 -0.032 0.00
C 1.4975 -3.2732 -1.9648 -0.050 0.102 -0.001 -0.03
C -0.3276 -4.3512 -3.2994 0.056 -0.022 0.017 0.00
C -0.4001 -0.9981 -1.5247 -0.394 0.378 -0.437 0.06
O 0.2875 -0.0998 -2.3218 0.077 -0.620 0.768 -0.02
O -0.8501 -0.9398 -0.3928 1.289 0.497 -1.302 -0.01
H -3.0975 -5.5385 -4.8782 0.001 -0.022 -0.015 0.00
H -1.7631 -6.4959 -4.2204 -0.010 -0.009 -0.011 0.00
H -1.5318 -5.5605 -5.6972 -0.028 -0.035 -0.014 0.00
H -3.3631 -3.2397 -4.2540 -0.017 -0.017 0.035 0.00
H -3.8153 -1.0833 -3.4349 -0.009 -0.005 0.017 0.00
H -2.3700 -0.0672 -3.2782 -0.036 0.028 0.015 0.00
H -3.1098 -0.7408 -1.8399 -0.057 -0.011 -0.005 0.00
H 1.6340 -2.4823 -1.2269 0.026 -0.053 0.013 0.02
H 2.2304 -3.1013 -2.7560 0.023 0.024 0.038 0.00
H 1.7160 -4.2340 -1.4957 -0.001 0.015 0.021 0.00
H 0.3385 -5.2018 -3.4161 -0.022 -0.020 0.018 0.00
Cl 1.3602 1.1578 1.3078 7.424 3.785 -3.961 0.07
C 2.7378 1.6771 1.2655 2.726 -0.012 1.790 0.12
C 3.9171 2.2854 1.0930 -0.622 0.013 -3.067 0.00
C 4.1274 2.4964 -0.3423 0.103 -0.605 -0.395 -0.03
C 3.4936 2.0524 -1.5377 -0.182 0.066 0.835 0.04
C 2.3470 1.1779 -2.0105 0.052 -0.298 0.483 0.01
Cl 2.9461 0.0890 -3.3191 0.212 -0.193 0.055 0.01
C 1.0038 1.0112 -1.7645 0.686 1.149 -0.412 -0.02
N 0.2462 1.8702 -0.9823 -0.210 -0.473 -3.688 0.13
H 4.5774 2.6233 1.8820 0.035 0.362 -0.153 0.01
H 5.0024 3.1138 -0.5656 0.043 -0.074 -0.229 -0.01
H 4.1081 2.2976 -2.3987 -0.103 0.128 -0.061 0.01
O -2.6578 -1.5470 3.6107 -0.081 0.100 0.078 0.00
N -2.4894 -0.8833 2.5940 0.050 -0.069 0.019 0.00
O -1.8242 0.1954 2.7494 -0.086 -0.275 -0.121 0.04
```
Positions in Å, forces in eV/Å.

## Properties
- highest occupied orbital energy (spin up / spin down) (eV) = 0.5 / 0.1
- multiplicity = 4
- ΔE to the lowest compared entry with this formula, charge and spin (kJ/mol) = 2737.3
- charge = -2
- energy (eV) = -109272.4630
- LUMO (spin up / spin down) (eV) = 4.0502 / 4.0484
- ⟨S²⟩ = 3.845

# 6
This record from the OMol25 dataset describes the molecule C3H6N2O2. The level of theory is ωB97M-V/def2-TZVPD.

```
13
Properties=species:S:1:pos:R:3:forces:R:3:lowdin_charge:R:1
H 1.8793 0.8070 -1.8340 -0.033 -0.054 0.052 0.06
N 1.2742 0.3367 -1.1667 0.180 0.093 0.295 0.11
C 1.6348 0.6112 0.0183 0.031 0.024 -0.244 -0.30
O 1.0394 0.1306 1.1108 0.013 0.048 -0.045 -0.04
C -0.0331 -0.7955 0.9081 -0.064 -0.163 0.047 -0.10
C -1.3384 -0.0801 0.5345 -0.129 0.063 0.065 -0.52
N -1.6491 -0.1244 -0.7911 -0.013 0.138 0.055 0.16
O -2.0410 0.4299 1.3865 0.195 -0.185 -0.251 0.06
H 2.4648 1.2584 0.3114 -0.096 -0.059 -0.079 0.14
H 0.2588 -1.5353 0.1570 -0.058 0.110 0.079 0.12
H -0.1828 -1.2695 1.8776 0.000 0.057 -0.121 0.13
H -2.4340 0.4448 -1.0751 0.081 -0.073 0.023 0.11
H -0.8731 -0.2137 -1.4374 -0.107 0.001 0.124 0.07
```
Positions in Å, forces in eV/Å.

## Properties
- highest occupied orbital energy (eV) = -9.8
- ΔE to the lowest compared entry with this formula, charge and spin (kJ/mol) = 123.1
- energy (eV) = -10283.5217
- LUMO (eV) = 0.8588